Entry 1:
DFT (ωB97M-V with the def2-TZVPD basis set) results for a cluster of 5 separate species, C14H33Cl8NOPS2 in total.

Structure (XYZ):
```
60
Properties=species:S:1:pos:R:3:forces:R:3:nbo_charge:R:1
C 2.94730 3.89588 0.66070 0.071 -0.484 -0.130 -0.6017
C 3.03372 2.91144 -0.50870 0.243 0.264 0.046 -0.3951
C 4.27791 2.03406 -0.39378 -0.253 -0.087 -0.324 -0.3986
C 4.53911 1.08484 -1.58185 -0.010 -0.137 0.277 -0.3926
C 3.28798 0.57288 -2.29920 0.444 -0.212 -0.180 -0.4007
C 2.59308 -0.48946 -1.45008 -0.211 0.308 -0.250 -0.4308
C 1.23831 -0.87184 -2.02271 0.082 -0.057 0.233 -0.5141
S 0.26848 -1.97249 -0.94021 -0.494 -0.163 -0.471 0.4856
C -0.88990 -0.87962 -0.12943 -0.398 0.646 0.164 -0.7032
S -2.15781 -0.36518 -1.32120 0.081 -0.027 -0.104 0.2189
C -2.88945 0.98420 -0.33903 0.215 -0.297 0.109 -0.5013
C -3.79412 1.82133 -1.22808 0.428 -0.428 0.172 -0.6249
P 1.58676 -2.79084 0.64879 0.755 -0.340 0.155 1.2532
N 0.36301 -3.67299 1.37838 0.504 0.257 0.092 -1.1892
O 1.69965 -1.56530 1.70740 -0.224 0.165 0.002 -0.9911
H 3.20014 3.36853 1.58284 -0.112 0.099 0.124 0.1980
H 3.67126 4.69869 0.53860 -0.051 0.116 0.024 0.2145
H 1.94397 4.30405 0.75495 0.031 0.191 0.040 0.2122
H 3.08009 3.47157 -1.44615 -0.133 -0.038 -0.070 0.2035
H 2.12895 2.29950 -0.54211 -0.042 -0.044 -0.014 0.1750
H 5.13424 2.69909 -0.27925 0.123 -0.116 0.162 0.2195
H 4.19452 1.43761 0.51876 0.068 0.107 0.133 0.1815
H 5.04699 0.20120 -1.18265 0.174 0.013 -0.092 0.1977
H 5.24492 1.51517 -2.29122 -0.179 0.213 -0.085 0.2207
H 2.60517 1.38015 -2.56186 -0.041 0.060 0.059 0.2095
H 3.61466 0.12206 -3.23966 -0.155 -0.045 -0.058 0.2163
H 3.22768 -1.37676 -1.43072 0.055 -0.021 0.250 0.2220
H 2.46421 -0.09208 -0.44067 0.032 -0.097 0.097 0.2031
H 1.34124 -1.42586 -2.95191 -0.031 -0.006 -0.090 0.2551
H 0.58579 -0.01608 -2.19523 -0.026 0.042 -0.010 0.2562
H -1.34916 -1.40096 0.70866 0.182 -0.277 -0.009 0.2587
H -0.38008 0.00876 0.24502 0.192 -0.074 0.035 0.2390
H -3.42712 0.52443 0.48970 -0.127 0.076 0.002 0.2149
H -2.06887 1.56949 0.07776 -0.015 0.123 -0.049 0.2062
H -4.29218 2.55770 -0.60758 0.038 0.129 -0.229 0.2406
H -3.19034 2.28882 -2.00335 -0.153 0.195 -0.052 0.2166
H -4.54432 1.18750 -1.69688 -0.123 0.088 -0.030 0.2214
H 0.21330 -3.31671 2.31864 -0.323 -0.179 -0.008 0.4127
H 0.63904 -4.65320 1.41275 -0.399 -0.039 0.108 0.4230
H 2.62643 -1.32414 1.83080 -0.019 0.183 0.009 0.5210
C -7.42582 3.47454 -0.35700 -0.097 0.095 -0.039 -0.3860
Cl -6.67606 3.47132 -1.95649 -0.111 0.033 0.017 -0.0154
Cl -6.31210 2.92535 0.91048 -0.147 -0.004 0.119 -0.0473
H -7.73253 4.48647 -0.12309 0.070 0.021 0.024 0.2323
H -8.27870 2.80757 -0.36750 0.043 -0.062 -0.020 0.2292
C -5.20233 4.95417 3.93086 0.020 -0.038 0.020 -0.3986
Cl -6.00560 4.99617 5.50297 0.014 -0.042 0.009 -0.0163
Cl -5.43875 6.45361 3.02585 0.022 -0.033 -0.061 -0.0228
H -4.14042 4.80958 4.08959 0.010 0.080 0.037 0.2169
H -5.61590 4.13671 3.35374 -0.078 0.038 -0.004 0.2202
C 3.07012 -5.37162 -2.92745 0.046 -0.037 -0.038 -0.3831
Cl 2.21597 -5.26479 -1.37640 -0.006 -0.219 -0.113 -0.0455
Cl 2.88774 -3.89410 -3.87786 0.001 0.042 -0.003 -0.0242
H 4.12251 -5.52377 -2.72321 0.003 0.036 0.030 0.2328
H 2.65795 -6.20096 -3.48858 -0.066 0.030 0.000 0.2364
C 0.04389 -7.46412 3.45104 -0.129 -0.002 0.077 -0.3902
Cl 1.21697 -6.87730 2.25216 0.157 -0.084 -0.016 -0.0502
Cl -1.61574 -7.17686 2.93462 0.014 0.013 0.016 -0.0033
H 0.19766 -8.52889 3.57421 0.012 -0.012 -0.075 0.2351
H 0.21661 -6.93851 4.38184 0.022 0.037 -0.020 0.2269
```
Positions in Å, forces in eV/Å.

LUMO energy	-2.591	eV
net charge	+1
2S+1	1
max |F|	0.842	eV Å⁻¹
electronic energy	-149724.5823	eV


Entry 2:
DFT (ωB97M-V with the def2-TZVPD basis set) results for a structure of composition C14H33Hg3NO14.

Structure (XYZ):
```
65
Properties=species:S:1:pos:R:3:forces:R:3:mulliken_spin:R:1
Hg 1.17285 -0.02128 -0.53055 2.486 0.494 1.030 -0.0004
Hg -1.05842 1.51865 -3.32806 1.498 -0.744 0.525 -0.0004
Hg -0.26127 -2.10030 -3.18240 0.882 1.570 0.371 -0.0005
C -1.47665 -0.39248 -1.19463 6.234 2.805 -2.026 0.0003
O -0.97280 0.73517 -0.87546 -2.847 3.635 2.566 -0.0022
O -1.82965 -0.45664 -2.37227 -5.849 0.245 -6.737 0.0005
O -0.70383 -1.31869 -0.95601 1.167 -7.054 3.495 0.0004
C 1.48846 0.19743 -3.40213 -6.689 -0.710 1.566 -0.0001
O 0.50562 -0.00825 -4.16745 -3.900 -1.689 -8.080 0.0003
O 1.66188 -0.76287 -2.69596 5.952 -9.195 2.823 -0.0002
O 1.20472 1.14780 -2.71214 1.744 10.697 3.116 0.0009
C -4.55622 1.28673 0.95598 -0.667 -0.244 0.986 0.0094
C -5.73475 2.14336 1.37373 1.066 -0.701 2.412 0.0302
O -5.95449 1.95938 2.82445 1.162 -0.423 -2.535 0.7044
O -3.32471 1.96165 1.08116 -0.538 0.162 -0.902 0.0642
H -4.70488 0.94834 -0.06944 -0.281 -0.046 -0.088 -0.0030
H -4.42592 0.42355 1.60869 -0.956 -0.390 0.039 0.0071
H -6.68795 1.87975 0.91547 -0.729 -0.446 -0.429 0.0909
H -5.61668 3.20628 1.16309 -0.026 0.530 0.101 0.0634
H -6.67216 2.50405 3.15593 -0.942 0.820 0.414 -0.0161
H -2.94672 1.50601 0.32544 1.767 0.698 -0.078 -0.0036
C 2.09645 -2.87920 1.03812 -1.604 -0.079 -0.638 0.0000
C 0.85425 -2.31555 1.74815 0.859 0.215 0.236 0.0000
O 0.72089 -0.87981 1.57687 0.426 -0.572 0.622 0.0000
O 2.04173 -2.52819 -0.37954 0.368 0.128 0.718 0.0000
H 2.04757 -3.96403 1.13224 0.062 -0.034 0.097 0.0000
H 3.02907 -2.56910 1.50945 0.024 0.435 -0.391 0.0000
H 1.05424 -2.47905 2.80709 -0.464 -0.297 0.117 0.0000
H -0.10206 -2.71275 1.40782 0.298 -0.638 0.048 0.0000
H 0.03657 -0.64456 2.20771 -0.093 0.546 0.013 0.0001
H 1.61658 -3.24184 -0.86073 0.141 -0.240 0.183 0.0000
C -5.24231 -1.28221 -2.61132 -0.446 0.529 1.241 0.0030
C -6.40434 -1.14795 -1.50960 0.616 0.085 -1.009 0.0001
O -6.97568 0.17205 -1.48031 0.534 -0.802 -0.072 0.0433
O -4.61293 0.01741 -2.64817 -0.142 -0.029 -0.228 0.0019
H -5.51052 -1.61809 -3.61299 -0.630 0.285 0.088 0.0006
H -4.43897 -1.94083 -2.28124 -0.404 -0.585 0.400 0.0001
H -5.95193 -1.32102 -0.53314 0.087 -0.326 0.102 0.0044
H -7.21031 -1.86129 -1.68184 0.152 0.033 0.026 0.0013
H -6.24013 0.71181 -1.77901 -0.038 0.608 -0.347 -0.0003
H -3.76435 -0.16459 -3.05852 0.084 0.322 0.097 0.0000
C 6.47416 -1.41516 2.64044 1.091 0.521 0.009 0.0000
O 5.52363 -0.83864 1.78247 -0.961 0.476 -2.211 0.0000
C 5.83396 -0.83835 0.35117 -1.157 0.729 0.680 0.0000
C 4.54472 -0.52763 -0.47310 -0.067 -1.709 -0.733 0.0000
N 3.43868 0.26729 0.09343 1.106 0.023 -0.509 -0.0002
C 3.81804 1.69451 0.12567 -1.859 -0.642 2.200 0.0000
C 2.74599 2.34915 1.07221 -0.072 1.122 -1.403 0.0000
O 1.39909 2.05774 0.61442 0.755 0.583 -0.967 0.0000
C 0.35479 2.92547 1.03928 -0.906 -0.835 0.977 0.0005
H 6.70462 -2.41587 2.27497 0.195 -0.120 0.516 0.0000
H 6.16136 -1.34273 3.68208 -0.708 -0.549 -0.238 0.0000
H 7.35662 -0.77653 2.67945 0.481 -0.232 -0.463 0.0000
H 6.18872 -1.78114 -0.06524 0.054 -0.380 0.577 0.0000
H 6.55982 -0.10499 -0.00011 0.432 0.284 0.991 0.0000
H 4.09437 -1.47143 -0.78054 0.043 -0.074 0.156 0.0000
H 4.92709 -0.11188 -1.40532 -0.379 0.445 -0.043 0.0000
H 3.39461 -0.02325 1.05973 -0.043 -0.157 0.524 0.0000
H 3.84012 2.09623 -0.88736 -0.041 0.154 0.238 0.0000
H 4.76658 1.75493 0.65927 0.213 0.423 -0.314 0.0000
H 2.92650 3.41613 0.94156 -0.233 0.213 0.439 0.0000
H 2.74891 2.08950 2.13083 0.729 -0.251 -0.045 0.0000
H -0.03466 2.46970 1.94961 -0.009 0.409 0.512 -0.0002
H -0.50644 2.84524 0.37600 0.436 0.125 -0.497 -0.0001
H 0.58868 3.97270 1.23085 0.538 -0.156 -0.267 0.0000
```
Positions in Å, forces in eV/Å.

LUMO energy (spin up / spin down)	-12.498 / -13.658	eV
net charge	+3
2S+1	2
max |F|	11.311	eV Å⁻¹
electronic energy	-57689.9704	eV


Entry 3:
DFT (ωB97M-V with the def2-TZVPD basis set) results for a structure of composition C14H34ClNbO4P.

Structure (XYZ):
```
55
Properties=species:S:1:pos:R:3:forces:R:3:nbo_charge:R:1
C 0.59480 -3.81558 0.91406 0.846 3.570 -4.077 -0.3770
C 0.79933 -2.75779 0.14098 -0.614 -5.714 4.041 -0.4611
Nb 1.47680 -1.07569 -1.30124 -3.160 -0.267 0.666 1.4370
C 1.14077 0.42413 0.38412 0.332 0.826 0.952 -1.1692
Cl -0.91217 -0.66110 -2.00125 1.099 -0.142 -0.083 -0.5039
P 1.71314 -2.94009 -3.09907 0.819 0.687 0.031 0.2733
C 1.65069 -2.13238 -4.85343 -0.579 -0.648 -0.469 -0.9153
C 3.38158 -3.83526 -2.84219 0.549 0.214 0.041 -0.6886
C 4.67075 -2.88388 -2.77503 1.258 -0.805 -0.106 -0.6280
H 0.41465 -4.90014 1.24110 0.311 2.420 -0.452 0.2288
H 1.94451 0.21357 -2.50547 0.280 -0.164 0.141 -0.3346
H 3.18256 -1.25325 -0.76209 -0.214 0.250 -0.076 -0.2889
H 0.97772 -0.18861 1.35739 0.505 1.028 -1.461 0.2367
H 0.14696 1.00401 0.22364 1.702 -0.880 0.042 0.2303
H 2.02180 1.17312 0.51088 -1.561 -1.166 0.084 0.2236
H 0.73881 -1.41360 -4.87707 1.777 -1.014 0.253 0.2512
H 1.36121 -2.98613 -5.58986 0.822 1.496 0.985 0.2055
H 2.63291 -1.61610 -5.13074 -1.534 -0.650 0.220 0.2195
H 3.30767 -4.37281 -1.81583 -0.077 0.742 -1.839 0.2400
H 3.48883 -4.60127 -3.69216 0.049 0.943 1.343 0.2041
H 4.80348 -2.33947 -1.76049 -0.662 -0.760 -1.909 0.2341
H 4.77618 -2.15031 -3.66677 -0.447 -1.105 1.597 0.2035
H 5.59789 -3.58861 -2.84425 -1.348 1.137 0.024 0.1826
C -3.92697 -0.15757 -1.18471 0.077 0.026 0.217 -0.2622
O -5.13459 0.06172 -0.46080 -0.346 -0.161 -0.387 -0.5608
C -6.29065 -0.06489 -1.28461 0.098 -0.045 0.723 -0.0864
C -6.99477 -1.39788 -1.04731 0.182 0.059 -0.626 -0.0858
O -6.21071 -2.48853 -1.52360 -0.056 0.109 0.375 -0.5518
C -5.56284 -3.18835 -0.47097 0.101 -0.022 -0.134 -0.2548
H -3.10590 -0.21746 -0.47010 -0.183 0.050 -0.049 0.2150
H -3.96123 -1.09096 -1.75240 0.016 0.071 0.005 0.1829
H -3.74218 0.68164 -1.86154 0.083 -0.067 -0.069 0.1687
H -6.03497 0.06024 -2.34231 0.001 -0.126 0.038 0.1768
H -6.97052 0.74686 -1.00401 -0.083 -0.015 -0.043 0.1713
H -7.93057 -1.40602 -1.61737 -0.023 0.030 0.024 0.1721
H -7.24531 -1.52511 0.01144 0.113 0.057 -0.016 0.1715
H -6.29775 -3.75878 0.10591 0.006 -0.012 0.113 0.1547
H -5.02029 -2.50809 0.19145 -0.044 -0.025 -0.029 0.1878
H -4.84819 -3.88559 -0.91214 -0.101 0.101 -0.052 0.1968
C 3.26915 5.62818 4.87930 -0.219 -0.061 0.052 -0.2530
O 1.93759 5.39731 4.44375 0.406 0.019 -0.103 -0.5555
C 1.85310 5.22515 3.02816 -0.473 -0.325 0.249 -0.0891
C 1.68319 3.75460 2.65810 0.479 0.217 -0.353 -0.0910
O 2.86519 3.01137 2.94429 -0.222 0.143 0.384 -0.5487
C 2.73902 2.23498 4.12622 0.086 -0.050 -0.132 -0.2544
H 3.28571 5.57705 5.96964 -0.107 0.023 -0.072 0.1841
H 3.95791 4.87547 4.48578 -0.013 0.045 -0.039 0.1822
H 3.59412 6.62637 4.56976 0.137 0.007 -0.016 0.1605
H 2.72670 5.65644 2.52761 0.011 -0.110 0.046 0.1728
H 0.96773 5.77613 2.69473 0.016 -0.020 -0.040 0.1802
H 1.51541 3.68235 1.57838 -0.055 -0.018 0.050 0.1976
H 0.81312 3.32127 3.16237 0.068 0.075 0.026 0.1805
H 2.05924 1.39616 3.95014 -0.030 -0.016 0.077 0.1814
H 2.37622 2.83516 4.96619 -0.035 -0.006 -0.027 0.1680
H 3.72316 1.83804 4.38340 -0.042 0.047 -0.143 0.1850
```
Positions in Å, forces in eV/Å.

LUMO energy	2.091	eV
net charge	-1
2S+1	1
max |F|	7.026	eV Å⁻¹
electronic energy	-46613.1881	eV


Entry 4:
DFT (ωB97M-V with the def2-TZVPD basis set) results for a cluster of 8 separate species, C14H34N6O16 in total.

Structure (XYZ):
```
70
Properties=species:S:1:pos:R:3:forces:R:3:nbo_charge:R:1
C -9.01985 -2.00745 20.19273 1.735 0.602 -0.021 -0.4991
N -9.65739 -3.01819 21.06050 -2.308 0.358 0.432 0.5199
O -9.27107 -3.02568 22.20883 0.181 -0.557 -0.031 -0.3503
O -10.65286 -3.64193 20.65712 1.744 0.661 0.053 -0.3887
H -8.20538 -1.56989 20.77004 0.029 -0.400 0.213 0.2346
H -9.62605 -1.12264 19.99852 -0.694 -0.768 -0.405 0.2465
H -8.53491 -2.48561 19.34167 -0.707 0.090 -0.233 0.2372
C -3.35587 -14.36564 25.38964 0.748 0.671 -0.115 -0.5069
N -3.29535 -15.77530 24.87676 0.138 0.763 -0.160 0.5348
O -2.70320 -16.60792 25.52878 -0.072 0.182 0.082 -0.3746
O -3.86781 -15.96827 23.82880 -0.040 -0.320 -0.209 -0.3662
H -2.38688 -13.86648 25.38732 0.607 -0.931 0.395 0.2344
H -3.71954 -14.41340 26.41607 -0.290 0.257 -0.355 0.2385
H -3.81844 -13.70705 24.65453 -1.101 -0.618 0.367 0.2402
C -10.15729 -12.79721 31.24148 0.801 0.166 0.613 -0.4781
N -9.08147 -13.10060 32.26154 0.255 -0.122 1.035 0.5198
O -8.61051 -12.11076 32.86566 -0.725 -2.308 -1.234 -0.3857
O -8.78468 -14.28532 32.42986 -0.016 1.840 -0.025 -0.3618
H -10.75178 -13.67587 30.99123 0.259 0.062 0.338 0.2351
H -9.56488 -12.48363 30.38194 -0.446 0.335 -0.060 0.2342
H -10.70899 -12.00409 31.74615 -0.136 0.021 -0.677 0.2364
C -15.45026 -7.81461 21.52113 -0.555 -0.380 0.391 -0.4807
N -16.79118 -7.93492 22.27457 -2.865 -0.458 -1.969 0.5169
O -16.83887 -8.06461 23.47149 1.236 0.309 0.067 -0.3479
O -17.84982 -7.98944 21.58618 2.676 0.410 0.721 -0.3963
H -15.57860 -8.02191 20.45875 -0.488 -0.090 0.299 0.2381
H -14.83437 -8.58685 21.98201 0.176 0.362 0.004 0.2325
H -15.04098 -6.80795 21.60615 -0.159 -0.153 0.485 0.2371
C -17.32922 -14.12103 28.74242 -0.852 -0.654 -0.344 -0.4918
N -15.90751 -14.48233 28.38554 0.276 1.021 1.038 0.5246
O -15.55080 -15.66171 28.34933 -0.623 1.954 -0.220 -0.3568
O -15.19731 -13.47592 28.30369 0.002 -1.607 -0.341 -0.3783
H -17.96616 -14.92010 28.36308 0.047 0.000 0.339 0.2264
H -17.67322 -13.16930 28.33749 0.737 -0.124 -0.499 0.2371
H -17.43382 -13.97346 29.81731 0.424 -0.583 0.029 0.2389
C -13.72212 -3.40828 25.67793 1.839 -0.445 -1.216 -0.4926
N -13.23175 -2.28414 26.50360 -2.269 -0.075 1.989 0.5264
O -12.06423 -2.07132 26.64924 0.843 0.192 -0.453 -0.3442
O -14.13589 -1.73836 27.14946 0.869 0.028 -0.764 -0.3981
H -12.84118 -3.81918 25.18478 0.105 0.086 -0.046 0.2221
H -14.33386 -2.99741 24.87478 -0.608 -0.325 0.627 0.2405
H -14.05420 -4.21016 26.33733 -0.772 0.543 -0.139 0.2457
C -7.86705 -18.65379 28.32229 1.616 -0.435 -1.394 -0.6240
C -7.89253 -19.08234 26.85403 -1.311 0.015 -0.329 -0.0635
O -8.89812 -18.19589 26.29101 -0.142 0.376 0.167 -0.5284
C -9.01774 -17.99371 24.98420 -0.213 -1.054 -1.682 0.7995
C -9.79744 -16.73572 24.64951 0.914 0.154 0.141 -0.7157
O -8.63191 -18.75591 24.10404 -0.006 0.868 1.546 -0.6055
H -7.02257 -19.19397 28.75026 -0.069 0.037 0.451 0.2120
H -8.77566 -18.84432 28.89347 0.062 0.269 -0.332 0.2250
H -7.55333 -17.61826 28.19063 -0.425 0.231 0.986 0.2159
H -6.99460 -18.87958 26.27031 0.321 -0.147 0.485 0.1951
H -8.18496 -20.11953 26.69030 -0.044 0.000 -0.015 0.1875
H -9.50625 -16.47314 23.63247 -0.617 -0.214 -0.112 0.2372
H -9.46321 -15.89144 25.25248 -0.149 -0.147 0.342 0.2247
H -10.86361 -16.89491 24.81094 0.066 0.054 -0.261 0.2401
C -10.72567 -9.78046 19.70922 1.361 -0.164 -1.403 -0.6181
C -9.78730 -10.46358 20.68079 -0.315 -0.084 -1.470 -0.0698
O -10.43789 -10.32999 21.86191 -2.100 0.303 2.252 -0.4937
C -9.89979 -10.54258 23.01473 3.994 0.981 3.358 0.7895
C -10.75448 -10.20253 24.17790 -1.177 0.041 0.261 -0.7085
O -8.72865 -10.83639 23.27993 -1.316 -0.274 -1.864 -0.6200
H -10.32013 -10.23682 18.80625 -0.794 0.374 -0.844 0.2089
H -10.60189 -8.70289 19.60141 0.021 -0.015 0.347 0.2122
H -11.77774 -10.02465 19.85627 0.248 -0.222 0.045 0.2165
H -9.81519 -11.52331 20.42723 0.731 -0.103 -0.071 0.1804
H -8.78700 -10.03452 20.73919 0.067 -0.231 -0.242 0.2044
H -11.32345 -11.12702 24.27630 -0.817 0.341 0.491 0.2343
H -11.34627 -9.30076 24.02076 -0.560 -0.429 -0.408 0.2238
H -10.25838 -9.99167 25.12528 0.652 -0.518 -0.444 0.2403
```
Positions in Å, forces in eV/Å.

LUMO energy	-0.330	eV
net charge	0
SMILES	C[N+](=O)[O-].C[N+](=O)[O-].C[N+](=O)[O-].C[N+](=O)[O-].C[N+](=O)[O-].C[N+](=O)[O-].CCOC(C)=O.CCOC(C)=O
2S+1	1
max |F|	5.310	eV Å⁻¹
electronic energy	-56750.4956	eV